Density functional theory data (ωB97M-V/def2-TZVPD) for a 11-piece molecular cluster, C5H34N2O10 overall in a non-equilibrium geometry.

Structure (XYZ):
```
51
Properties=species:S:1:pos:R:3:forces:R:3
N -1.220799 2.435643 -1.133676 0.046 0.515 2.298
C -1.465028 1.509685 0.012789 -0.201 1.544 -3.286
C -2.014469 2.082277 1.275746 -1.739 -0.286 1.391
C -1.058342 2.887057 2.171102 -0.333 0.505 -0.570
C -2.730776 0.921071 2.074893 0.994 -0.376 -1.031
C -0.035262 0.644689 0.103938 0.734 -0.788 -1.297
N 0.564276 0.229559 1.298808 -0.510 2.286 -1.361
H -1.205355 3.429323 -0.863300 0.119 -0.687 -0.162
H -1.844628 2.332599 -1.905212 -0.622 -0.088 -0.196
H -2.175832 0.814939 -0.449088 0.339 -0.572 0.607
H -2.923933 2.650599 0.884397 1.400 -0.036 0.450
H -1.068225 3.972737 1.978789 0.915 -0.466 -0.844
H -1.348807 2.979909 3.199684 -0.633 -0.824 0.691
H -0.090444 2.352474 2.180266 -0.319 1.165 -0.061
H -2.885720 0.088770 1.303027 0.005 0.678 1.667
H -2.209134 0.635685 3.019157 -0.094 -0.166 -0.955
H -3.680720 1.310737 2.397185 -0.513 -0.060 0.076
H -0.272654 -0.210379 -0.585997 0.661 0.707 0.677
H 0.592801 1.482373 -0.407010 -0.856 -1.366 0.986
H 1.143626 -0.586974 1.278702 0.057 -0.969 0.309
H 0.957622 1.067004 1.736030 0.069 -0.887 0.205
H 2.314002 0.588144 -2.618581 -0.101 0.062 0.490
H 3.026197 -0.104684 -1.347405 -0.589 0.291 0.436
O 2.979324 -0.024251 -2.295970 0.579 -0.349 -0.843
H -2.721250 -2.398463 -0.537495 -0.138 0.708 -0.147
H -4.093058 -1.734384 -0.455375 -0.363 -0.018 0.038
O -3.175126 -1.537481 -0.643059 0.456 -0.503 0.430
H -0.191207 -4.376539 -1.208481 0.158 0.278 0.394
H -1.462443 -3.659552 -1.597651 -0.280 0.032 -0.198
O -0.698498 -3.571657 -1.025834 -0.579 -0.510 -0.203
H -1.339030 1.199064 -3.132374 0.242 -0.346 1.098
H -1.235807 0.233708 -4.287855 0.018 -0.387 0.085
O -1.351640 1.155548 -4.068446 -0.064 0.575 -1.283
H 4.486487 -0.615176 0.210686 0.242 0.070 0.080
H 3.835894 -0.096407 1.486807 0.345 0.363 -0.025
O 3.927449 -0.880151 0.944532 -0.617 -0.620 -0.081
H 2.551145 -3.155185 -0.449866 0.290 -0.358 -0.139
H 1.228498 -2.490188 -0.555075 -0.349 -0.524 -0.259
O 1.685043 -3.290342 -0.851318 0.838 0.770 0.456
H 1.902295 1.193070 3.064712 0.556 -0.113 0.530
H 1.044253 1.998352 4.050600 2.323 -0.241 -0.296
O 2.012832 1.837468 3.772942 -2.597 0.315 0.199
H 2.821742 2.302732 0.168503 0.651 0.113 -0.642
H 4.053973 1.741788 -0.704547 -0.475 0.435 -0.182
O 3.677751 1.852492 0.176253 -0.188 -0.212 0.740
H -1.708117 -2.368458 1.908446 -0.451 -0.768 -0.625
H -0.528862 -1.968445 2.533775 0.886 -0.277 0.443
O -0.798607 -2.692955 1.958006 -0.432 1.198 0.299
H -0.600997 -2.288280 -2.894508 -0.721 0.750 0.584
H -1.799490 -2.015275 -3.711824 -0.555 0.254 -0.090
O -1.442764 -1.763841 -2.852408 1.397 -0.817 -0.881
```
Forces are in eV/Å.

Properties
* multiplicity: 2
* gap between HOMO and LUMO (alpha / beta): 0.3967 / 0.2107 hartree
* charge: +1
* LUMO (alpha / beta): -0.11320 / -0.29866 hartree
* largest force on an atom: 3.636 eV Å⁻¹
* E: -29181.104 eV



Density functional theory data (ωB97M-V/def2-TZVPD) for a 2-piece molecular cluster, C20H31ClN3OS overall in a non-equilibrium geometry.

Structure (XYZ):
```
57
Properties=species:S:1:pos:R:3:forces:R:3
C -2.719251 4.764620 -0.152145 3.928 -4.589 4.361
C -1.916138 3.935773 0.501396 -4.888 2.720 -3.109
N -1.418514 2.722329 1.229505 0.766 -1.934 -1.076
N -1.380808 2.835626 2.568271 1.449 -3.300 1.645
C -0.930905 1.707638 3.297661 0.731 -1.489 1.260
C -0.875328 1.952188 4.915597 1.932 2.397 -0.780
C 0.017641 2.976840 5.401644 -1.847 -1.033 -0.144
C -0.473444 0.259554 2.850164 -0.983 2.071 -4.513
C -0.027929 -0.948821 3.813153 -0.280 -0.317 -0.318
C -1.230544 -1.505837 4.770599 0.301 -0.527 0.267
C -2.277407 -2.471780 3.999051 -1.090 1.298 0.863
Cl -1.953852 -4.280786 4.271477 -0.031 1.721 -0.564
C -0.510629 0.146478 1.236596 -0.904 3.051 3.847
C -0.104911 -1.205268 0.458958 -0.472 -0.133 0.384
C 1.414387 -1.704779 0.711475 0.122 -1.155 0.154
C 2.138939 -2.214373 -0.675624 -1.337 0.741 1.801
S 3.833649 -2.890351 -0.194773 -0.196 0.154 -0.169
C -1.000313 1.495873 0.595513 0.356 -0.772 -2.126
C -1.040593 1.492003 -1.043561 0.687 -1.121 1.014
C -2.381307 0.767578 -1.592090 0.398 -0.020 -0.914
C -1.989855 0.089261 -3.037869 0.335 0.449 0.366
H -3.510859 5.542780 -0.497640 2.158 -1.702 0.627
H -1.524851 1.379880 5.668400 0.115 1.575 -1.700
H 1.140640 3.071426 5.169168 -2.215 0.394 -0.821
H -0.423056 3.790850 6.111601 1.219 -2.335 -0.221
H 0.914868 -0.675876 4.437954 -1.812 -0.122 -1.071
H 0.283886 -1.868043 3.160903 -0.553 1.903 0.982
H -1.845333 -0.675420 5.273713 1.069 -1.131 -0.930
H -0.728042 -2.108799 5.635798 -0.943 1.080 -1.650
H -2.397106 -2.188657 2.886540 0.468 -0.843 1.685
H -3.317549 -2.273121 4.488487 1.902 -0.571 -0.953
H -0.290327 -1.185986 -0.675260 0.092 0.387 1.817
H -0.811059 -2.036976 0.880634 1.135 1.622 -0.749
H 2.064361 -0.952438 1.297082 -1.051 -1.030 -1.197
H 1.349931 -2.668226 1.371411 0.176 1.809 -1.083
H 1.469590 -3.061473 -1.108436 1.371 1.537 0.572
H 2.216291 -1.300534 -1.387650 0.156 -1.783 1.078
H 3.934166 -2.942748 1.199588 -0.897 0.362 -1.238
H -0.813361 2.517908 -1.505461 -0.646 -1.465 0.868
H -0.152676 0.802063 -1.366211 -1.510 1.429 0.701
H -2.773547 -0.047011 -0.851002 0.778 1.585 -1.303
H -3.181882 1.572336 -1.768533 1.033 -1.366 0.456
H -1.822584 0.927176 -3.829776 -0.342 -1.527 1.425
H -2.796225 -0.648588 -3.405688 1.326 1.246 0.638
H -0.960676 -0.453403 -2.922359 -1.942 0.789 -0.282
C 3.205583 0.384010 -4.008803 0.092 0.096 0.162
C 1.919245 0.671074 -4.734854 -0.551 0.262 -0.253
O 1.189180 1.606381 -4.423196 0.106 -0.195 0.185
N 1.572613 -0.144837 -5.767632 0.133 0.343 0.551
C 2.289138 -1.289323 -6.286021 -0.378 0.022 -0.308
H 3.344387 1.118490 -3.213340 -0.126 -0.051 -0.191
H 3.168710 -0.610653 -3.558190 0.198 -0.024 -0.142
H 4.050013 0.457581 -4.697657 0.010 -0.184 0.118
H 0.697065 0.111585 -6.204754 0.169 -0.037 0.027
H 2.512814 -1.103841 -7.338935 0.172 -0.246 0.053
H 1.638321 -2.163340 -6.208682 0.256 -0.140 -0.076
H 3.215442 -1.478013 -5.746194 -0.143 0.105 -0.025
```
Forces are in eV/Å.

Properties
* gap between HOMO and LUMO: 0.2474 hartree
* charge: +1
* LUMO: -0.17784 hartree
* largest force on an atom: 7.450 eV Å⁻¹
* E: -51099.345 eV



Density functional theory data (ωB97M-V/def2-TZVPD) for C33H23BrIN7O6Yb as an isolated structure in a non-equilibrium geometry.

Structure (XYZ):
```
72
Properties=species:S:1:pos:R:3:forces:R:3
Yb 0.320619 0.654501 -0.250713 0.081 -2.107 -1.215
C -3.578523 1.960137 -2.449301 0.103 -0.006 0.050
C -3.594220 2.258940 -0.986638 0.492 -0.301 -0.018
N -4.572849 2.974534 -0.510286 -0.178 0.175 -0.327
C -4.646368 3.206975 0.801066 0.072 -0.096 0.535
C -3.803374 2.628459 1.720519 0.039 -0.032 -0.034
C -4.021305 2.883567 3.192825 -0.291 -0.115 -0.178
O -2.859758 3.370728 3.835431 0.284 0.229 0.175
C -2.716623 1.833187 1.249059 -0.350 0.419 -1.305
C -1.867830 1.177994 2.189554 0.783 -0.763 0.411
N -0.755164 0.537987 1.948407 -0.724 0.532 -0.556
C 0.003307 0.090809 3.041849 0.322 -0.344 0.808
C -0.043919 0.705767 4.305258 -0.153 -0.011 -0.368
C 0.708760 0.244905 5.366285 0.044 -0.010 0.026
C 1.582089 -0.817401 5.202816 0.002 -0.035 -0.077
C 1.687215 -1.423984 3.963170 -0.025 -0.011 -0.038
C 0.899369 -0.975810 2.920086 -0.099 -0.274 -0.764
I 1.036867 -2.054795 1.067051 -0.074 0.046 0.912
C -2.544372 1.726572 -0.164480 -1.467 0.710 1.020
O -1.546572 1.137855 -0.721942 -1.626 0.277 -0.291
H -4.428560 2.445293 -2.916673 0.016 0.052 -0.090
H -3.652634 0.883152 -2.598253 0.043 -0.105 -0.120
H -2.642893 2.289405 -2.899763 0.003 0.005 -0.146
H -5.450426 3.865530 1.101950 -0.033 -0.009 0.208
H -4.283361 1.953659 3.711494 -0.026 0.175 -0.037
H -4.858004 3.585525 3.310488 0.082 -0.221 0.011
H -2.670589 4.251253 3.490202 0.026 -0.066 0.060
H -2.232074 1.210335 3.214570 0.160 -0.036 -0.038
H -0.683870 1.564019 4.447527 -0.028 0.126 0.005
H 0.613900 0.727770 6.326783 0.034 0.068 0.066
H 2.179248 -1.179236 6.023481 0.083 0.003 0.112
H 2.367933 -2.246296 3.805511 0.034 -0.067 0.041
O 2.272679 -2.236738 -7.056650 0.420 0.174 -0.206
N 1.223745 -2.673387 -6.649423 -0.276 -0.151 0.003
O 0.501168 -3.416288 -7.266070 -0.113 -0.291 -0.378
C 0.759418 -2.278945 -5.315301 -0.954 -0.121 0.744
C -0.469558 -2.742787 -4.957074 0.488 -0.008 -0.504
C -1.044146 -2.442943 -3.697021 0.223 0.370 0.558
C -2.280508 -2.971990 -3.283063 0.153 0.222 0.156
C -2.734593 -2.675067 -2.021601 0.076 -0.074 -0.192
C -1.963292 -1.841393 -1.205708 0.009 0.059 0.020
N -0.819043 -1.301154 -1.582177 0.130 -0.018 -0.030
C -0.345287 -1.598944 -2.805919 -0.358 -0.333 -0.277
C 0.935156 -1.058410 -3.197400 0.164 -0.167 -0.455
N 1.538765 -0.221381 -2.326973 0.085 0.049 0.138
C 2.741619 0.240686 -2.624871 0.024 -0.036 0.133
C 3.426866 -0.122102 -3.784854 -0.214 -0.112 -0.034
C 2.822463 -0.958756 -4.692513 0.260 0.217 0.207
C 1.523235 -1.435788 -4.434795 0.046 0.224 0.319
H -1.017700 -3.371382 -5.646236 0.065 0.037 -0.006
H -2.847852 -3.599537 -3.955311 -0.024 -0.076 -0.020
H -3.665309 -3.079579 -1.657572 -0.071 0.006 0.070
H -2.294099 -1.606615 -0.199989 -0.031 0.054 -0.011
H 3.193835 0.906546 -1.896792 -0.035 -0.025 -0.036
H 4.421387 0.254365 -3.962515 0.072 0.037 0.005
H 3.343205 -1.253562 -5.588841 -0.068 0.071 0.073
Br 3.792497 6.053759 4.062498 0.017 -0.240 -0.072
C 3.779229 4.244493 3.499606 -0.064 0.078 -0.045
C 4.693730 3.337004 4.028400 -0.170 0.468 -0.004
N 4.715393 2.068175 3.670905 0.321 -0.423 0.300
C 3.845977 1.637015 2.779497 -0.326 -0.002 -0.480
C 2.902871 2.469558 2.177857 0.136 0.026 0.178
C 2.867129 3.808132 2.555077 0.120 -0.126 0.066
C 1.959703 1.945251 1.155197 0.690 1.234 0.999
O 0.877536 2.539909 0.926750 0.005 0.200 0.138
O 2.262431 0.892206 0.525505 1.711 -0.309 0.207
H 5.430059 3.646702 4.755947 0.036 0.125 0.073
H 3.901309 0.588475 2.518834 -0.065 -0.061 -0.078
H 2.159318 4.478133 2.095560 -0.130 0.110 0.025
N 0.131299 3.805585 -1.681287 0.129 -0.116 -0.321
C 0.483911 2.705813 -1.686523 -0.125 0.714 -0.046
H -0.174314 4.757215 -1.635877 0.012 0.007 -0.054
```
Forces are in eV/Å.

Properties
* multiplicity: 2
* gap between HOMO and LUMO (alpha / beta): 0.2589 / 0.2593 hartree
* charge: +1
* LUMO (alpha / beta): -0.13691 / -0.13691 hartree
* largest force on an atom: 2.434 eV Å⁻¹
* E: -166979.005 eV



Density functional theory data (ωB97M-V/def2-TZVPD) for C29H40OsP as an isolated structure in a non-equilibrium geometry.

Structure (XYZ):
```
71
Properties=species:S:1:pos:R:3:forces:R:3
C 1.003186 -2.197252 0.533120 0.229 -0.597 -0.203
C 1.441148 -1.324574 -0.541363 -0.258 -1.776 -1.111
C 0.494743 -1.505248 -1.650652 0.902 -1.188 -0.136
C -0.530443 -2.420666 -1.206367 0.796 -0.933 -0.439
C -0.232716 -2.823734 0.146999 1.031 -1.227 -0.659
Os -0.461899 -0.663488 0.054865 -2.080 3.755 2.664
C -3.759509 0.855922 -1.295108 9.690 2.837 -2.378
C -2.790521 0.531184 -0.215044 -0.950 1.166 0.598
H -2.388341 1.344070 0.496929 -1.313 -1.128 -1.297
C -2.507236 -0.821638 0.215752 -2.210 -0.007 -0.091
H -3.057864 -1.517836 -0.412009 0.167 -0.225 0.108
H -2.756287 -1.015680 1.263837 0.076 -0.138 -0.032
C -3.303541 2.531650 -1.669873 -1.648 0.749 0.630
H -2.612964 3.183825 -1.006110 -0.887 -1.841 -0.389
H -3.023152 2.917333 -2.724164 -0.629 -1.618 1.396
H -4.307505 2.888386 -1.470960 -0.094 1.160 -0.232
C -2.894466 0.195890 -2.713934 -0.935 -1.838 -0.583
H -1.899921 -0.436534 -2.682053 -1.986 1.506 1.095
H -3.672241 -0.520641 -2.958829 0.233 -0.452 -0.920
H -2.708197 0.822114 -3.659542 -0.872 -0.189 1.911
C 2.728607 -0.599780 -0.574736 0.230 0.266 0.211
H 2.863739 -0.006166 0.336381 0.104 -0.059 -0.109
H 3.548053 -1.321798 -0.646796 0.014 0.096 -0.013
H 2.765610 0.074387 -1.425317 0.129 -0.034 -0.009
C 0.740407 -1.061009 -3.043147 0.062 0.099 -0.250
H 1.273190 -0.109123 -3.054275 -0.094 -0.075 -0.142
H 1.357771 -1.809951 -3.549119 -0.042 0.063 -0.029
H -0.187931 -0.952571 -3.603685 0.122 0.080 -0.058
C -1.611317 -3.030224 -2.048415 0.189 0.120 0.114
H -1.660400 -2.536867 -3.017145 -0.129 -0.127 0.028
H -1.377184 -4.089195 -2.204018 -0.034 0.142 -0.010
H -2.588505 -2.970144 -1.562172 0.111 -0.073 -0.193
C -0.986053 -3.850813 0.949536 0.129 0.368 -0.176
H -1.997118 -3.976048 0.554907 0.130 -0.093 0.081
H -0.446705 -4.804803 0.888127 -0.225 0.110 0.044
H -1.059236 -3.557846 2.000196 0.007 -0.154 -0.138
C 1.833844 -2.515783 1.742023 -0.209 0.303 -0.094
H 1.227933 -2.959439 2.536254 0.183 -0.011 -0.088
H 2.623788 -3.225131 1.462041 -0.189 0.112 0.055
H 2.304700 -1.604441 2.118744 0.045 -0.237 0.030
C 1.593593 2.351667 -1.324415 -6.778 -1.561 -2.424
C 0.450865 2.141347 -2.153171 -2.529 -0.284 1.325
C 2.562588 2.724707 -2.059899 8.888 2.335 1.779
C 0.096166 2.500477 -3.535272 3.557 -0.009 2.230
H -0.307225 1.617097 -1.617465 -1.283 -0.282 0.281
C 2.550249 3.050716 -3.388636 -3.085 -0.108 -3.144
H 3.568947 2.819996 -1.259781 -1.861 0.077 -3.013
C 1.254855 2.938859 -4.196641 1.860 0.279 1.397
H -0.897184 2.391278 -3.992443 0.635 -0.157 0.504
H 3.428434 3.389620 -3.914184 0.092 0.016 0.104
H 1.218046 3.177944 -5.282977 0.381 -0.040 1.013
C -1.146639 -1.209834 3.458310 0.056 0.018 -0.046
P -0.634200 0.099595 2.271432 0.817 0.980 1.335
C -1.739795 1.465365 2.780193 -0.239 -0.008 0.098
C 0.987543 0.712002 2.917888 -0.047 -0.081 0.039
C 1.499144 1.895492 2.353165 0.104 -0.243 0.248
C 2.694343 2.433672 2.841543 -0.145 -0.179 -0.065
C 3.405304 1.771565 3.850133 -0.167 -0.073 -0.058
C 2.910667 0.584252 4.396678 -0.217 0.040 -0.157
C 1.691913 0.063570 3.948404 -0.072 0.261 -0.191
H -2.123381 -1.604987 3.146317 0.264 0.087 0.173
H -1.237274 -0.779287 4.467853 0.026 -0.123 -0.372
H -0.424509 -2.035897 3.487553 -0.239 0.268 -0.043
H -1.738193 1.559643 3.875078 0.114 -0.070 -0.291
H -1.402211 2.414656 2.346853 -0.119 -0.251 0.019
H -2.764623 1.255157 2.451485 0.185 0.134 0.139
H 0.953532 2.388874 1.538108 0.277 -0.126 0.324
H 3.066697 3.372197 2.427549 -0.054 -0.302 0.120
H 4.346385 2.183890 4.216590 -0.283 -0.097 -0.123
H 3.458813 0.056517 5.179276 -0.139 0.238 -0.222
H 1.291676 -0.846482 4.405629 0.202 0.350 -0.166
```
Forces are in eV/Å.

Properties
* multiplicity: 5
* gap between HOMO and LUMO (alpha / beta): 0.2894 / 0.2188 hartree
* charge: +1
* LUMO (alpha / beta): -0.07584 / -0.18643 hartree
* largest force on an atom: 10.373 eV Å⁻¹
* E: -42460.184 eV



Which value of E does entry 1 give? -29181.104 eV



Among the records above, which one has the lowest largest force on an atom? C33H23BrIN7O6Yb



The lowest E belongs to which entry? C33H23BrIN7O6Yb



Which value of largest force on an atom does entry 1 give? 3.636 eV Å⁻¹